(1)
ORCA calculation (ωB97M-V/def2-TZVPD) on C19H23NO4Sb2W as an isolated structure.

Results
frontier orbital gap = 6.5 eV
relative energy (zero: lowest compared OMol25 entry of this formula, charge and spin) = 0.994 eV
total charge = +4
largest force on an atom = 0.738 eV/A
E_tot = -44612.3198 eV
spin multiplicity = 1

```
50
Properties=species:S:1:pos:R:3:forces:R:3:nbo_charge:R:1
W -0.553676 -0.099583 0.064190 -0.25 -0.25 -0.04 1.82
O 1.012866 -1.721705 3.286437 0.17 -0.10 -0.14 -0.35
C 0.902923 -0.890602 2.475608 0.06 0.26 0.12 0.76
O 0.506107 -1.176620 1.120998 -0.33 -0.20 0.22 -0.63
C 0.912315 0.597914 2.612942 -0.01 0.01 -0.02 0.10
C 1.331773 1.339244 3.698740 0.01 -0.01 -0.01 -0.13
C 1.063450 2.711254 3.688353 0.01 0.00 0.00 -0.06
C 0.363395 3.289882 2.625855 0.03 0.01 -0.03 -0.13
C -0.023592 2.467449 1.586775 0.07 -0.01 -0.04 0.10
N 0.280741 1.167594 1.583893 -0.20 -0.01 0.08 -0.48
C -0.800877 2.843753 0.363755 0.31 0.15 0.01 0.75
O -1.030555 3.898740 -0.079190 -0.19 -0.06 0.03 -0.34
O -1.172845 1.627224 -0.289646 0.02 -0.12 0.07 -0.66
H 1.832391 0.860121 4.531687 0.00 0.00 0.00 0.30
H 1.378408 3.325998 4.523534 -0.01 0.00 0.00 0.29
H 0.114408 4.344294 2.611863 0.00 0.00 -0.01 0.30
C 4.347732 3.888684 -5.081960 -0.05 0.14 0.00 -1.08
Sb 3.525273 3.473671 -3.204095 0.39 0.07 -0.36 1.48
C 5.091048 2.193806 -2.614559 -0.01 0.02 0.10 -1.10
C 0.071098 -0.514509 -1.894762 0.13 -0.20 0.28 -0.62
C -0.311834 -1.896185 -1.524959 0.09 0.30 -0.67 -0.09
C 0.633589 -2.934522 -1.708559 -0.17 -0.14 0.23 -0.15
C 0.242073 -4.232438 -1.527689 0.00 -0.01 0.04 -0.11
C -1.067791 -4.529408 -1.081312 0.00 -0.02 0.00 -0.09
C -1.966015 -3.533971 -0.787152 -0.08 0.07 0.22 -0.16
C -1.620771 -2.190420 -1.017188 0.32 -0.11 -0.29 -0.03
C -2.404515 -1.049985 -0.574492 -0.07 0.25 0.03 -0.66
Sb -2.832888 -0.702953 2.212882 -0.01 0.19 0.48 1.34
C -3.017580 -2.730367 2.736602 -0.12 -0.05 -0.15 -1.03
C -4.801062 0.011781 2.022326 -0.11 -0.10 -0.12 -1.03
H 5.335700 4.338096 -4.926305 0.00 0.00 0.01 0.30
H 3.725287 4.541544 -5.686488 0.00 0.00 0.00 0.28
H 4.514204 2.924629 -5.575191 -0.02 0.01 -0.02 0.29
H 5.727161 1.918322 -3.452327 0.00 0.00 0.00 0.28
H 4.705035 1.311172 -2.103293 0.01 0.00 -0.01 0.25
H 5.691809 2.740674 -1.875863 0.01 0.02 -0.03 0.29
H 1.099975 -0.415258 -2.226398 0.00 0.05 0.00 0.29
H -0.624113 0.022425 -2.547267 0.03 0.12 0.07 0.30
H 1.625833 -2.699366 -2.070088 -0.01 0.00 -0.03 0.26
H 0.922744 -5.045051 -1.747702 0.01 0.00 0.00 0.28
H -1.363454 -5.565342 -0.969005 0.00 0.00 0.00 0.28
H -2.956194 -3.780944 -0.424099 0.00 0.01 0.00 0.25
H -3.441828 -1.202813 -0.264040 0.05 -0.18 0.06 0.30
H -2.438751 -0.171675 -1.249233 -0.12 -0.13 -0.14 0.31
H -3.941291 -3.184324 2.382646 -0.01 0.03 0.00 0.28
H -3.031672 -2.707110 3.834959 0.00 -0.02 0.00 0.31
H -2.138586 -3.290637 2.420808 0.01 0.00 0.04 0.27
H -5.475970 -0.709519 1.562329 0.03 -0.03 0.02 0.29
H -4.813723 0.964741 1.497263 -0.01 0.01 0.03 0.28
H -5.127753 0.172298 3.058418 0.01 0.01 0.00 0.31
```
Forces are in eV/Å.



(2)
ORCA calculation (ωB97M-V/def2-TZVPD) on C19H24AlClO4PS2 as an isolated structure in a non-equilibrium geometry.

Results
frontier orbital gap = 8.5 eV
total charge = -1
largest force on an atom = 4.912 eV/A
E_tot = -78365.6008 eV
spin multiplicity = 1

```
52
Properties=species:S:1:pos:R:3:forces:R:3:nbo_charge:R:1
C -1.566569 -2.496381 0.699629 -1.12 -1.27 1.63 -0.87
S -1.197276 -2.302514 -1.126466 -0.62 -3.75 -3.12 1.48
O -0.222015 -3.477407 -1.518675 -2.31 3.07 1.84 -0.97
O -2.497225 -2.360363 -1.983513 3.03 0.46 3.01 -0.94
Al 0.012131 -0.370519 -1.614493 0.17 0.66 -1.91 0.98
Cl 1.135339 -0.877875 -3.569208 -0.71 0.33 1.52 -0.58
P 1.601012 0.082046 0.078415 1.71 -0.61 0.12 1.13
O 3.079333 -0.746138 -0.444923 -3.17 -1.03 1.51 -0.95
O 1.032083 -0.608900 1.587075 1.61 -1.03 -2.34 -0.99
S 2.058346 1.975397 0.209792 -0.13 -1.03 0.22 -0.59
H -2.359147 -3.384157 0.788810 1.72 1.86 -0.41 0.25
H -2.082566 -1.554349 1.200239 1.36 -1.79 -1.29 0.25
H -0.602803 -2.858769 1.302474 -2.09 1.02 -1.55 0.23
H -0.968855 0.895461 -1.809248 0.26 -0.47 0.20 -0.36
H 2.768763 -1.707260 -0.542716 0.86 1.68 -0.17 0.48
H 1.186590 -1.599591 1.488890 -0.36 1.64 0.29 0.48
C 0.297336 -0.971023 5.452439 0.19 0.18 0.20 -0.21
C 1.152793 -0.237905 4.630552 -0.02 -0.03 0.08 -0.22
C 2.053726 0.667122 5.190957 -0.10 -0.10 0.22 -0.20
C 2.106021 0.831888 6.575382 -0.12 -0.12 -0.12 -0.22
C 1.253114 0.095959 7.397480 -0.02 -0.02 -0.14 -0.23
C 0.345727 -0.802266 6.836421 0.10 0.07 -0.11 -0.22
H -0.407035 -1.673758 5.015096 0.08 0.09 0.05 0.21
H 1.116738 -0.371403 3.552236 0.02 0.15 0.40 0.25
H 2.715490 1.243121 4.549858 -0.11 -0.09 0.04 0.22
H 2.811449 1.533543 7.012606 -0.10 -0.09 -0.05 0.21
H 1.295134 0.223294 8.476446 -0.02 -0.01 -0.15 0.20
H -0.322388 -1.371367 7.476836 0.08 0.07 -0.06 0.20
C -0.080492 4.501150 1.384267 -0.03 0.14 0.05 -0.21
C -1.449514 4.267006 1.509663 0.04 0.20 0.07 -0.21
C -2.297603 5.291801 1.928410 0.20 0.05 -0.02 -0.21
C -1.777364 6.554790 2.212532 0.09 -0.14 -0.05 -0.23
C -0.408806 6.789915 2.083493 -0.05 -0.13 -0.02 -0.22
C 0.440549 5.762492 1.673681 -0.30 -0.02 0.03 -0.22
H 0.580617 3.701282 1.061174 -0.25 0.20 0.10 0.25
H -1.855746 3.284732 1.281628 0.10 0.13 0.02 0.22
H -3.363342 5.107183 2.032478 0.12 0.03 -0.02 0.20
H -2.438799 7.354896 2.534163 0.08 -0.09 -0.04 0.20
H -0.003780 7.774674 2.303382 -0.06 -0.13 -0.02 0.20
H 1.507418 5.944516 1.578577 -0.13 -0.04 0.00 0.21
C -0.335727 -3.983791 -6.015184 0.00 0.00 -0.13 -0.21
C -0.524770 -4.997998 -6.953489 0.02 0.20 -0.07 -0.21
C -0.581192 -4.690166 -8.312483 0.04 0.15 0.09 -0.23
C -0.438520 -3.367923 -8.734186 0.00 -0.07 0.16 -0.23
C -0.245711 -2.354207 -7.796054 -0.04 -0.23 0.04 -0.22
C -0.198598 -2.660916 -6.436402 -0.04 -0.04 -0.12 -0.20
H -0.295225 -4.223663 -4.955908 -0.01 0.11 -0.12 0.24
H -0.629051 -6.029152 -6.625262 0.00 0.14 -0.04 0.20
H -0.735220 -5.479792 -9.042880 0.02 0.09 0.07 0.20
H -0.477562 -3.128452 -9.793545 0.00 -0.03 0.12 0.20
H -0.132915 -1.324043 -8.124976 -0.02 -0.14 0.06 0.21
H -0.053895 -1.870223 -5.705475 -0.02 -0.19 -0.09 0.24
```
Forces are in eV/Å.